The following is a quantum chemistry calculation of a 3-piece molecular cluster, C18H47N6O7P3 overall in a non-equilibrium geometry, from the Open Molecules 2025 dataset.

Computed properties:
HOMO-LUMO gap ... 0.32108 Eh
SMILES ... CN(C)P(=O)(N(C)C)N(C)C.CN(C)P(=O)(N(C)C)N(C)C.CC(=O)OCOC(=O)OP(C)C
Highest occupied orbital energy ... -8.192 eV
Total charge ... 0
Energy above the lowest of the compared OMol25 structures with the same formula, charge and spin ... 0.0 kcal per mole
Energy ... -70568.553 eV

Last column: Löwdin charge in e.
Atoms and positions in Å:
C1 -3.359968 -4.958064 2.175297  0.0285
C2 -4.543040 -5.473996 2.963476  -0.4970
O1 -5.676956 -5.170678 2.756253  0.1451
O2 -4.236084 -6.367273 3.973563  0.0241
C3 -3.652657 -7.572206 3.540355  -0.1730
O3 -2.510550 -7.807043 4.334609  0.0845
C4 -1.305727 -7.958105 3.737917  -0.6530
O4 -0.306828 -7.518851 4.217546  0.1365
O5 -1.373171 -8.713909 2.630788  -0.2284
P1 -0.262368 -8.419725 1.349752  0.9211
C5 -1.396277 -8.731513 -0.054337  -0.2758
C6 -0.080072 -6.606075 1.226712  -0.2767
H1 -3.403343 -3.876458 2.089584  0.0890
H2 -2.449982 -5.244840 2.696507  0.0809
H3 -3.409460 -5.413131 1.188327  0.0924
H4 -4.379418 -8.362840 3.708981  0.1504
H5 -3.406472 -7.535111 2.479198  0.1267
H6 -2.428172 -8.602167 0.278917  0.0356
H7 -1.267964 -9.739628 -0.436023  0.0282
H8 -1.204105 -7.993962 -0.831518  0.0385
H9 0.119875 -6.133142 2.184191  0.0373
H10 0.806782 -6.477447 0.603806  0.0414
H11 -0.906301 -6.113975 0.713628  0.0317
O6 -1.242122 -1.905336 1.173073  -0.3062
P2 -1.004681 -0.437836 1.069171  0.6202
N1 0.177398 -0.254896 -0.117940  -0.3023
C7 1.301296 0.660749 -0.058354  -0.1085
C8 -0.124730 -0.812575 -1.427257  -0.1259
N2 -0.341341 -0.211019 2.646102  -0.3214
C9 0.799503 0.626953 2.950241  -0.1439
C10 -0.418317 -1.328975 3.576893  -0.1380
N3 -1.634189 1.147039 1.110770  -0.2770
C11 -2.716367 1.341690 2.100157  -0.1158
C12 -2.133799 1.641618 -0.195721  -0.1137
H12 0.992532 1.694137 0.128739  0.0731
H13 1.824870 0.664801 -1.013133  0.0627
H14 2.030468 0.364956 0.694416  0.0658
H15 -0.749708 -0.154736 -2.046692  0.0701
H16 -0.646642 -1.764343 -1.317737  0.0697
H17 0.797635 -1.010914 -1.974667  0.0794
H18 1.752075 0.106814 2.784915  0.0766
H19 0.768927 0.926008 4.002950  0.0781
H20 0.787871 1.543820 2.364686  0.0656
H21 0.359903 -2.083043 3.402634  0.0835
H22 -1.382901 -1.823696 3.519596  0.0622
H23 -0.303506 -0.945914 4.594611  0.0778
H24 -3.602113 0.739043 1.876668  0.0854
H25 -3.004062 2.392898 2.099408  0.0795
H26 -2.363425 1.090613 3.096175  0.0733
H27 -2.866163 0.971964 -0.656980  0.0859
H28 -1.303400 1.793081 -0.884287  0.0638
H29 -2.604795 2.612293 -0.049968  0.0798
O7 0.921938 3.991444 -1.696005  -0.2932
P3 1.772700 4.846068 -2.555072  0.5721
N4 3.289104 4.112981 -2.462833  -0.2942
C13 4.577388 4.765669 -2.337266  -0.1135
C14 3.337477 2.713588 -2.858672  -0.1332
N5 1.745179 6.330706 -1.736642  -0.3151
C15 2.885066 7.217693 -1.615181  -0.1351
C16 0.860058 6.437844 -0.583220  -0.1259
N6 1.813494 5.553952 -4.091423  -0.2806
C17 0.596908 6.327224 -4.419851  -0.1152
C18 2.058528 4.603804 -5.196963  -0.1185
H30 4.764302 5.518153 -3.111611  0.0772
H31 5.367743 4.020870 -2.422397  0.0799
H32 4.696069 5.239093 -1.362483  0.0683
H33 3.511281 2.587030 -3.935715  0.0656
H34 2.438848 2.152565 -2.608168  0.0574
H35 4.160590 2.198479 -2.357945  0.0838
H36 3.543914 6.935068 -0.786012  0.0754
H37 2.539848 8.238254 -1.427227  0.0802
H38 3.464114 7.247497 -2.536568  0.0687
H39 1.286715 5.987310 0.320757  0.0859
H40 -0.095043 5.960305 -0.778289  0.0681
H41 0.670028 7.495687 -0.385472  0.0791
H42 -0.299119 5.699845 -4.463317  0.0872
H43 0.735997 6.801449 -5.391093  0.0798
H44 0.440315 7.110485 -3.683656  0.0732
H45 1.361662 3.759707 -5.202894  0.0908
H46 3.075270 4.221129 -5.146002  0.0637
H47 1.961667 5.131049 -6.144773  0.0803

Force components x, y, z for each atom (eV/Å):
C -0.122 -0.399 0.578
C -0.009 0.063 -0.328
O 0.008 0.153 0.223
O -0.274 -0.029 -0.096
C -0.178 0.001 0.034
O 0.191 0.030 -0.120
C -0.070 -0.320 0.196
O 0.126 0.094 0.014
O -0.568 0.866 -0.431
P 1.125 -0.699 0.094
C -0.349 0.209 0.415
C -0.380 0.050 -0.156
H -0.053 0.028 -0.123
H 0.204 0.092 -0.226
H 0.156 0.145 -0.153
H 0.074 -0.125 0.136
H 0.143 -0.017 0.004
H -0.052 -0.010 -0.081
H -0.001 -0.019 -0.069
H 0.107 -0.083 -0.134
H 0.031 -0.039 0.050
H 0.060 0.010 0.007
H -0.113 0.089 0.148
O -2.762 0.390 -1.509
P 5.038 0.485 3.137
N -0.389 -0.298 -0.376
C -0.119 0.542 -0.009
C -0.103 -0.256 -0.067
N 0.169 -0.250 -0.051
C -0.249 0.371 0.102
C 0.091 -0.113 -0.064
N -2.311 -1.058 -1.240
C 0.174 0.123 0.309
C 0.402 0.149 -0.162
H 0.084 0.023 -0.013
H -0.136 -0.095 -0.071
H -0.059 -0.019 0.027
H 0.087 0.034 -0.026
H -0.021 0.027 0.059
H 0.033 0.009 0.054
H 0.017 0.028 0.037
H -0.009 -0.041 0.009
H -0.013 -0.039 -0.063
H -0.004 -0.016 0.042
H 0.014 -0.023 -0.056
H 0.059 0.047 -0.026
H -0.035 0.064 -0.047
H 0.010 0.006 -0.059
H 0.060 -0.087 -0.037
H -0.070 0.047 0.026
H 0.028 -0.074 0.023
H -0.001 -0.006 0.054
O -1.554 -0.734 -1.927
P 2.621 2.059 2.888
N -0.239 -0.396 -0.264
C 0.103 0.231 -0.261
C 0.357 -0.435 -0.171
N 0.088 -0.148 0.249
C -0.063 0.251 -0.320
C 0.005 -0.081 0.136
N -1.566 -1.377 -0.599
C 0.044 0.304 0.080
C 0.398 0.045 -0.014
H -0.011 -0.024 -0.001
H -0.066 -0.062 -0.036
H -0.026 0.020 -0.027
H 0.024 -0.047 0.021
H -0.198 0.358 0.089
H 0.003 0.131 0.133
H -0.004 0.053 0.000
H -0.042 -0.017 0.013
H -0.004 -0.088 0.001
H -0.014 0.025 0.017
H 0.040 -0.078 -0.008
H 0.075 0.016 -0.021
H 0.011 -0.015 -0.067
H 0.032 -0.045 -0.022
H 0.026 -0.063 0.072
H -0.039 0.026 -0.040
H -0.011 -0.011 0.069
H -0.032 0.041 0.023